Formula: C12H11N7O5
Source: the OMol25 dataset
Level of theory: ωB97M-V/def2-TZVPD

As for the SMILES: O=[N+]([O-])c1cc([N+](=O)[O-])c2nnnn2c1.COc1ccc(N)cc1. The value obtained for the molar mass is 333.3 u. The electronic energy is -1223.0937 Ha. As for the orbital gap: 4.9954 eV. The net charge is 0. Its HOMO energy is -7.47 eV.

Cartesian coordinates (Å):
C: 5.63 1.76 -0.63
O: 4.68 2.84 -0.61
C: 3.36 2.54 -0.62
C: 2.45 3.63 -0.57
C: 1.09 3.40 -0.57
C: 0.59 2.07 -0.57
N: -0.74 1.84 -0.42
C: 1.49 0.99 -0.68
C: 2.86 1.21 -0.67
H: 6.60 2.26 -0.64
H: 5.53 1.12 0.26
H: 5.51 1.14 -1.53
H: 2.86 4.63 -0.53
H: 0.39 4.23 -0.56
H: -1.10 0.92 -0.61
H: -1.39 2.58 -0.58
H: 1.10 -0.02 -0.78
H: 3.55 0.36 -0.69
O: -4.74 -4.46 -1.03
N: -4.68 -3.81 0.02
O: -5.61 -3.80 0.87
C: -3.51 -2.99 0.33
C: -3.46 -2.23 1.49
C: -2.40 -1.35 1.71
N: -2.24 -0.63 2.94
O: -3.10 -0.76 3.84
O: -1.22 0.07 3.07
C: -1.38 -1.19 0.78
N: -1.43 -1.98 -0.34
N: -0.50 -2.05 -1.33
N: -0.93 -2.98 -2.16
N: -2.10 -3.52 -1.76
C: -2.44 -2.89 -0.62
H: -4.22 -2.36 2.25
H: -0.52 -0.56 0.93



Formula: CH3O2PS
Source: the OMol25 dataset
Level of theory: ωB97M-V/def2-TZVPD

Its energy relative to the best compared isomer or geometry (same formula, charge and spin) is 122.4 kcal per mole. The value obtained for the molar mass is 110.1 u. The electronic energy is -929.7383 Ha. As for the orbital gap (spin up / spin down): 7.8214 / 8.0217 eV. The net charge is 0. Its HOMO energy (spin up / spin down) is -8.51 / -8.31 eV.

Cartesian coordinates (Å):
C: 1.93 -0.85 1.25
O: 1.48 -0.97 -1.26
O: 1.51 0.19 1.33
P: -0.91 -0.06 -0.01
S: 1.10 0.42 -0.80
H: 1.63 -1.54 0.52
H: -1.84 -0.06 -1.08
H: -1.26 1.19 0.39



Formula: C3H2NO3
Source: the OMol25 dataset
Level of theory: ωB97M-V/def2-TZVPD

Its energy relative to the best compared isomer or geometry (same formula, charge and spin) is 88.6 kcal per mole. The value obtained for the molar mass is 100.1 u. The electronic energy is -395.9345 Ha. As for the orbital gap (spin up / spin down): 7.9304 / 7.9311 eV. The net charge is -1. Its HOMO energy (spin up / spin down) is -4.06 / -4.06 eV.

Cartesian coordinates (Å):
C: -0.33 -0.89 0.08
C: 1.46 0.24 0.09
C: -0.74 0.50 -0.06
N: 0.95 -1.06 0.00
O: -1.63 -2.15 0.20
O: 2.65 0.58 0.06
O: 0.46 1.17 0.22
H: -1.30 0.69 -1.08
H: -1.52 0.92 0.49